1.
Entry from the OMol25 dataset: C24H60BrInNO14P4 as an isolated structure at a distorted geometry (ωB97M-V/def2-TZVPD).

Structure (ORCA input):
```
! wB97M-V def2-TZVPD RIJCOSX def2/J DEFGRID3
* xyz -1 1
C -6.76 -5.44 6.38
O -5.75 -6.26 7.01
C -4.73 -6.68 6.08
C -5.06 -8.05 5.33
C -6.16 -7.93 4.16
In -5.30 -8.38 2.08
C -3.84 -6.74 1.43
C -2.39 -7.29 1.08
O -2.19 -8.50 0.95
Br -0.81 -6.06 0.88
P -7.31 -8.12 0.52
N -7.66 -6.54 0.27
H -7.62 -6.15 6.09
H -7.18 -4.63 7.05
H -6.40 -5.01 5.37
H -4.45 -5.91 5.29
H -3.78 -6.85 6.71
H -5.41 -8.89 6.03
H -4.08 -8.43 4.85
H -7.07 -8.59 4.39
H -6.59 -6.86 4.05
H -4.58 -10.02 2.04
H -3.75 -5.91 2.21
H -4.23 -6.22 0.47
H -7.08 -8.68 -0.81
H -8.44 -8.71 1.18
H -8.60 -6.33 0.66
O 3.03 -2.08 -4.56
P 1.94 -3.16 -4.52
O 0.74 -2.29 -5.25
C 0.84 -2.06 -6.65
C 0.19 -3.20 -7.42
O 1.50 -2.87 -2.94
C 2.52 -2.76 -1.95
C 2.58 -1.33 -1.44
O 0.86 -4.48 -4.49
C 1.10 -5.54 -3.55
C -0.07 -5.60 -2.59
H 1.88 -1.93 -6.95
H 0.31 -1.13 -6.86
H 0.75 -4.13 -7.27
H 0.16 -2.98 -8.49
H -0.82 -3.38 -7.06
H 3.49 -3.08 -2.33
H 2.26 -3.43 -1.13
H 2.79 -0.64 -2.25
H 3.34 -1.22 -0.67
H 1.61 -1.04 -1.02
H 2.04 -5.39 -3.02
H 1.17 -6.47 -4.11
H -0.18 -4.67 -2.03
H 0.05 -6.43 -1.89
H -1.01 -5.75 -3.14
O 2.30 1.52 0.99
P 0.99 2.07 1.58
O 0.87 3.31 0.49
C 0.47 3.00 -0.84
C -1.04 3.01 -0.96
O 1.74 2.93 2.78
C 2.70 2.28 3.61
C 4.08 2.85 3.34
O -0.49 2.63 2.20
C -0.84 2.28 3.54
C -0.95 3.55 4.36
H 0.88 2.03 -1.15
H 0.90 3.76 -1.49
H -1.48 2.20 -0.37
H -1.35 2.88 -2.00
H -1.45 3.95 -0.58
H 2.69 1.20 3.46
H 2.42 2.47 4.65
H 4.36 2.72 2.29
H 4.83 2.37 3.97
H 4.09 3.93 3.53
H -0.12 1.59 3.98
H -1.81 1.77 3.51
H 0.01 4.08 4.39
H -1.26 3.33 5.38
H -1.67 4.23 3.91
O 2.25 6.88 -3.04
P 3.44 7.34 -2.19
O 2.97 6.66 -0.77
C 3.08 5.24 -0.63
C 4.45 4.87 -0.12
O 2.84 8.87 -1.92
C 2.34 9.62 -3.02
C 0.84 9.79 -2.87
O 4.86 7.85 -1.39
C 5.61 8.94 -1.94
C 5.61 10.07 -0.93
H 2.87 4.74 -1.58
H 2.32 4.93 0.09
H 5.22 5.12 -0.85
H 4.51 3.80 0.10
H 4.69 5.42 0.80
H 2.59 9.15 -3.97
H 2.82 10.60 -3.00
H 0.33 8.82 -2.85
H 0.43 10.37 -3.70
H 0.60 10.29 -1.94
H 5.19 9.26 -2.90
H 6.63 8.59 -2.11
H 4.60 10.42 -0.73
H 6.21 10.91 -1.30
H 6.02 9.74 0.02
*
```

Calculated values
- highest occupied orbital energy (eV) = -4.0
- gap between HOMO and LUMO (eV) = 3.6
- largest force on an atom (eV/Å) = 9.2
- E_LUMO (eV) = -0.40


2.
Entry from the OMol25 dataset: a 5-piece molecular cluster, C24H60ClN4O12 overall at a distorted geometry (ωB97M-V/def2-TZVPD).

Structure (ORCA input):
```
! wB97M-V def2-TZVPD RIJCOSX def2/J DEFGRID3
* xyz 0 2
Cl 0.60 -1.04 -2.66
O 1.71 -0.10 -2.70
O 1.03 -2.21 -3.33
O 0.39 -1.43 -1.30
O -0.63 -0.43 -3.18
C 4.10 -3.07 2.49
O 3.18 -4.11 2.61
C 1.81 -3.70 2.21
C 0.86 -4.97 1.98
N 1.16 -5.61 0.67
C 0.51 -4.88 -0.42
C 0.57 -5.67 -1.74
O -0.33 -6.80 -1.68
C -0.10 -7.87 -2.60
H 5.10 -3.48 2.37
H 4.17 -2.41 3.35
H 3.90 -2.56 1.54
H 1.76 -3.03 1.35
H 1.33 -3.13 3.00
H -0.15 -4.58 2.08
H 1.09 -5.63 2.81
H 2.16 -5.46 0.64
H 1.08 -3.98 -0.63
H -0.54 -4.63 -0.27
H 1.61 -5.97 -1.88
H 0.40 -5.06 -2.62
H -0.79 -8.70 -2.51
H 0.85 -8.40 -2.52
H -0.09 -7.39 -3.58
C 4.45 4.98 5.14
O 5.01 3.68 5.25
C 6.25 3.61 4.45
C 6.69 2.15 4.27
N 5.66 1.43 3.53
C 5.73 1.51 2.07
C 4.68 0.53 1.44
O 3.29 0.95 1.53
C 2.45 0.18 0.67
H 3.62 5.04 5.84
H 4.06 5.11 4.13
H 5.14 5.74 5.49
H 7.03 4.22 4.93
H 6.13 4.07 3.47
H 6.86 1.76 5.27
H 7.66 2.05 3.76
H 4.75 1.62 3.94
H 6.70 1.21 1.67
H 5.50 2.48 1.64
H 4.77 -0.48 1.86
H 4.99 0.44 0.40
H 1.40 0.30 0.91
H 2.48 -0.88 0.94
H 2.63 0.39 -0.38
C -4.18 7.02 2.34
O -4.63 6.17 1.33
C -5.00 4.89 1.67
C -3.84 4.01 2.10
N -3.01 3.62 0.94
C -1.77 2.88 1.22
C -1.09 2.30 -0.07
O -0.63 3.39 -0.90
C -0.22 2.91 -2.18
H -4.10 8.01 1.91
H -3.19 6.80 2.72
H -4.80 7.15 3.23
H -5.52 4.48 0.81
H -5.80 4.93 2.41
H -4.16 3.08 2.56
H -3.14 4.52 2.76
H -2.83 4.50 0.47
H -1.99 2.01 1.84
H -0.99 3.40 1.79
H -1.74 1.56 -0.55
H -0.18 1.75 0.14
H 0.54 2.15 -2.02
H 0.06 3.81 -2.73
H -1.06 2.61 -2.80
C -2.84 -4.11 -2.37
O -3.53 -3.15 -3.24
C -2.89 -3.09 -4.52
C -3.48 -2.03 -5.48
N -3.34 -0.66 -4.89
C -4.32 -0.42 -3.82
C -4.30 1.04 -3.49
O -5.37 1.31 -2.59
C -5.40 2.56 -2.00
H -3.43 -4.14 -1.46
H -1.85 -3.71 -2.17
H -2.66 -5.11 -2.77
H -2.98 -4.06 -5.01
H -1.87 -2.77 -4.36
H -4.45 -2.36 -5.83
H -2.87 -2.00 -6.39
H -2.44 -0.78 -4.45
H -4.05 -1.03 -2.95
H -5.32 -0.80 -4.02
H -4.38 1.66 -4.38
H -3.37 1.33 -3.00
H -5.68 3.29 -2.76
H -4.45 2.80 -1.52
H -6.16 2.54 -1.22
*
```

Calculated values
- highest occupied orbital energy (spin up / spin down) (eV) = -7.4 / -7.4
- gap between HOMO and LUMO (spin up / spin down) (eV) = 6.4 / 1.3
- largest force on an atom (eV/Å) = 3.2
- E_LUMO (spin up / spin down) (eV) = -1.02 / -6.13
- energy above the lowest of the compared OMol25 structures with the same formula, charge and spin (kcal per mole) = 0.0


3.
Entry from the OMol25 dataset: C24H60F2N10O12P3Ti as an isolated structure at a distorted geometry (ωB97M-V/def2-TZVPD).

Structure (ORCA input):
```
! wB97M-V def2-TZVPD RIJCOSX def2/J DEFGRID3
* xyz 0 4
Ti -2.26 0.92 -2.93
N -1.27 -0.82 -1.03
O -0.89 -1.80 -0.42
O -2.48 -0.56 -1.16
O -0.48 -0.07 -1.62
C -3.96 -3.27 -0.78
C -4.25 -3.29 -2.23
O -5.42 -4.11 -2.25
C -5.44 -4.89 -1.19
O -6.09 -5.93 -1.07
O -4.55 -4.48 -0.32
F -3.20 -3.84 -2.90
H -4.50 -2.40 -0.39
H -2.95 -3.09 -0.43
H -4.43 -2.30 -2.65
C 2.55 -1.77 -1.90
C 2.76 -0.60 -2.74
O 3.38 -1.13 -3.92
C 3.29 -2.46 -3.94
O 3.57 -3.24 -4.85
O 2.78 -2.89 -2.79
F 3.47 0.32 -2.06
H 1.54 -2.06 -1.60
H 3.22 -1.93 -1.06
H 1.81 -0.15 -3.04
O 4.07 -0.05 0.84
P 3.50 0.44 2.13
N 1.90 1.06 2.05
C 1.69 2.37 1.43
C 0.74 0.19 2.16
N 4.40 1.73 2.76
C 5.74 1.88 2.26
C 4.01 2.50 3.97
N 3.44 -0.77 3.30
C 2.92 -0.70 4.64
C 3.62 -2.12 2.75
H 0.80 2.42 0.80
H 2.55 2.59 0.79
H 1.72 3.12 2.23
H 0.62 -0.57 1.38
H -0.18 0.76 1.98
H 0.71 -0.21 3.17
H 5.84 1.66 1.20
H 6.09 2.90 2.43
H 6.42 1.16 2.72
H 4.51 3.47 4.04
H 2.95 2.74 3.98
H 4.36 2.01 4.88
H 3.73 -0.52 5.35
H 2.21 0.11 4.79
H 2.44 -1.65 4.89
H 3.73 -2.87 3.54
H 4.56 -2.17 2.21
H 2.80 -2.37 2.08
O -1.33 2.24 -4.52
P -0.17 3.14 -4.88
N 1.01 2.36 -5.82
C 0.71 1.53 -6.95
C 2.39 2.82 -5.84
N 0.58 3.78 -3.47
C -0.16 4.94 -2.81
C 1.43 2.95 -2.67
N -0.66 4.42 -5.82
C -1.91 4.39 -6.53
C 0.34 5.32 -6.43
H -0.32 1.20 -6.84
H 1.45 0.74 -7.01
H 0.77 2.11 -7.88
H 2.96 2.04 -5.33
H 2.47 3.75 -5.27
H 2.67 3.04 -6.86
H -1.03 4.50 -2.33
H 0.39 5.55 -2.10
H -0.54 5.60 -3.59
H 0.97 2.13 -2.11
H 2.32 2.62 -3.22
H 1.76 3.60 -1.86
H -2.64 3.83 -5.94
H -2.26 5.41 -6.65
H -1.78 3.88 -7.48
H 1.26 5.53 -5.89
H -0.17 6.28 -6.56
H 0.55 5.11 -7.48
O -1.61 -2.14 6.10
P -2.29 -2.31 4.80
N -1.64 -3.53 3.76
C -0.35 -3.25 3.16
C -1.85 -4.91 4.18
N -2.33 -0.87 3.86
C -2.70 -0.80 2.42
C -2.34 0.45 4.49
N -3.95 -2.71 4.88
C -4.75 -2.59 6.06
C -4.69 -3.00 3.65
H -0.17 -4.18 2.61
H 0.36 -2.96 3.94
H -0.32 -2.40 2.48
H -2.79 -5.02 4.70
H -1.09 -5.28 4.86
H -1.82 -5.56 3.30
H -2.36 -1.69 1.88
H -3.78 -0.69 2.46
H -2.18 0.02 1.92
H -2.54 1.23 3.76
H -3.14 0.38 5.24
H -1.44 0.82 4.99
H -5.55 -1.90 5.82
H -5.13 -3.60 6.26
H -4.20 -2.32 6.96
H -5.32 -2.17 3.33
H -5.17 -3.93 3.94
H -4.04 -3.16 2.79
*
```

Calculated values
- highest occupied orbital energy (spin up / spin down) (eV) = -6.6 / -8.1
- gap between HOMO and LUMO (spin up / spin down) (eV) = 6.4 / 7.7
- largest force on an atom (eV/Å) = 4.3
- E_LUMO (spin up / spin down) (eV) = -0.12 / -0.35
- energy above the lowest of the compared OMol25 structures with the same formula, charge and spin (kcal per mole) = 62.7


4.
Entry from the OMol25 dataset: C24H60F6Li4N3O28P4S6 as an isolated structure at a distorted geometry (ωB97M-V/def2-TZVPD).

Structure (ORCA input):
```
! wB97M-V def2-TZVPD RIJCOSX def2/J DEFGRID3
* xyz 1 1
Li -2.27 -0.36 3.17
Li -3.62 -1.16 1.19
Li -0.32 -3.79 -1.15
Li -0.60 4.17 2.82
N -1.98 -4.72 -0.87
S -3.58 -4.17 -0.38
O -3.54 -2.97 0.43
O -4.74 -5.09 -0.21
F -3.90 -3.48 -1.72
S -1.97 -5.69 0.28
O -2.55 -7.01 0.13
O -1.81 -5.29 1.67
F -0.40 -6.03 -0.06
N -1.71 -0.30 1.34
S -1.31 1.17 0.54
O -0.95 1.15 -0.85
O -0.91 2.31 1.38
F -2.97 1.43 0.42
S -0.48 -1.02 0.83
O 0.82 -0.44 0.90
O -0.94 -1.94 -0.22
F -0.46 -2.07 2.07
N -4.17 -1.00 3.03
S -5.44 -0.56 3.74
O -5.40 -0.44 5.24
O -6.65 -0.69 3.01
F -4.95 0.89 3.38
S -4.38 -2.61 3.69
O -5.31 -3.53 2.95
O -4.06 -2.93 5.09
F -2.98 -3.00 3.01
C -7.54 -3.11 -2.94
C -6.89 -2.34 -1.74
O -6.68 -0.99 -2.05
P -5.50 -0.12 -1.38
O -5.26 -0.60 0.04
O -6.03 1.44 -1.61
C -6.48 2.24 -0.45
C -7.91 1.77 -0.14
O -4.26 -0.23 -2.47
C -4.00 0.63 -3.56
C -4.29 -0.17 -4.79
H -6.70 -3.51 -3.49
H -8.25 -3.91 -2.77
H -8.29 -2.57 -3.52
H -7.62 -2.30 -0.93
H -6.13 -2.91 -1.21
H -5.73 2.23 0.34
H -6.45 3.24 -0.89
H -8.62 1.61 -0.95
H -7.86 0.94 0.57
H -8.38 2.61 0.36
H -4.41 1.64 -3.60
H -2.93 0.69 -3.40
H -5.15 -0.83 -4.76
H -4.64 0.61 -5.47
H -3.29 -0.57 -4.95
C 4.12 6.58 -3.63
C 3.67 5.96 -4.98
O 2.49 5.27 -4.77
P 2.44 3.61 -4.68
O 3.16 2.93 -5.79
O 0.84 3.38 -4.43
C 0.33 2.07 -4.75
C -0.47 2.40 -6.03
O 3.02 3.30 -3.21
C 3.24 1.91 -2.85
C 2.71 1.46 -1.41
H 3.47 7.43 -3.40
H 4.07 5.84 -2.83
H 5.09 7.05 -3.49
H 3.40 6.80 -5.61
H 4.41 5.29 -5.41
H 1.06 1.28 -4.92
H -0.44 1.79 -4.03
H 0.29 2.39 -6.81
H -1.05 1.50 -6.25
H -1.01 3.34 -5.96
H 2.72 1.18 -3.48
H 4.33 1.83 -2.87
H 3.49 1.64 -0.67
H 1.85 2.05 -1.09
H 2.36 0.42 -1.41
C 1.48 0.14 4.32
C 2.81 0.77 3.80
O 2.98 2.07 4.25
P 2.70 3.49 3.39
O 1.26 3.81 3.34
O 3.64 4.54 4.14
C 3.96 4.62 5.58
C 5.24 5.40 5.77
O 3.41 3.37 1.97
C 2.98 4.35 1.08
C 4.11 5.42 1.04
H 0.71 0.20 3.56
H 1.40 -0.91 4.63
H 1.05 0.74 5.12
H 3.58 0.29 4.40
H 2.99 0.75 2.72
H 3.06 5.09 5.99
H 4.00 3.55 5.81
H 5.71 5.20 6.74
H 6.05 5.27 5.05
H 5.05 6.47 5.85
H 2.98 3.93 0.07
H 1.99 4.78 1.23
H 4.02 6.17 0.24
H 3.90 5.90 1.99
H 5.11 5.01 1.13
C 4.85 -6.63 -1.36
C 4.88 -5.15 -0.98
O 3.52 -4.74 -0.94
P 2.74 -4.13 0.35
O 1.56 -3.29 0.14
O 2.46 -5.34 1.27
C 2.04 -5.10 2.56
C 1.32 -6.29 3.12
O 3.90 -3.35 1.18
C 4.45 -2.03 0.75
C 5.71 -1.73 1.45
H 4.58 -7.15 -0.44
H 4.05 -6.85 -2.08
H 5.77 -7.08 -1.72
H 5.49 -5.00 -0.09
H 5.32 -4.60 -1.81
H 3.02 -4.92 3.00
H 1.40 -4.22 2.51
H 1.99 -7.14 2.96
H 1.15 -6.11 4.18
H 0.37 -6.41 2.61
H 4.62 -1.71 -0.28
H 3.69 -1.39 1.19
H 6.52 -2.23 0.91
H 5.84 -0.65 1.54
H 5.75 -2.16 2.45
*
```

Calculated values
- highest occupied orbital energy (eV) = -12.0
- gap between HOMO and LUMO (eV) = 8.1
- largest force on an atom (eV/Å) = 11.7
- E_LUMO (eV) = -3.97